The following is a quantum chemistry calculation of a molecular structure, C2HEuO4, from the Open Molecules 2025 dataset.

## Properties
- total charge = +1
- LUMO energy (alpha / beta) (eV) = -4.8 / -4.7
- relative energy (zero: lowest compared OMol25 entry of this formula, charge and spin) (kJ/mol) = 0.0
- multiplicity = 8
- maximum force (eV Å⁻¹) = 1.53
- orbital gap (alpha / beta) (eV) = 8.59 / 10.11

The geometry in XYZ format:
```
8
Properties=species:S:1:pos:R:3:lowdin_spin:R:1
O 3.20120 -3.95272 -0.13625 0.00
C 2.40973 -3.13409 -0.02751 0.00
O 1.62555 -2.30385 0.22511 -0.01
C -0.40952 2.23336 0.13588 0.00
O 0.64703 1.97155 0.77557 -0.01
O -1.23322 1.30763 -0.10829 -0.01
Eu 0.21998 -0.31565 0.69103 7.04
H -0.57815 3.25151 -0.26413 0.00
```

***

The following is a quantum chemistry calculation of 2 unconnected molecules or ions with the total composition CH2O2S2, from the Open Molecules 2025 dataset.

## Properties
- total charge = 0
- LUMO energy (alpha / beta) (eV) = -2.6 / -2.0
- relative energy (zero: lowest compared OMol25 entry of this formula, charge and spin) (kJ/mol) = 249.7
- maximum force (eV Å⁻¹) = 1.81
- orbital gap (alpha / beta) (eV) = 7.09 / 7.89

The geometry in XYZ format:
```
7
Properties=species:S:1:pos:R:3:mulliken_charge:R:1
C -1.87304 -0.26120 0.00139 0.09
O 0.12558 -1.89467 0.23966 -0.38
O -2.55886 0.56865 -0.49048 -0.37
S 2.89413 0.10226 -0.22515 -0.18
S -0.08683 -0.64600 -0.49224 0.36
H -2.16493 -1.03467 0.73455 0.32
H 2.56754 1.33456 -0.63988 0.15
```

***

The following is a quantum chemistry calculation of 7 unconnected molecules or ions with the total composition C7H28O7, from the Open Molecules 2025 dataset.

## Properties
- total charge = 0
- LUMO energy (eV) = 0.6
- relative energy (zero: lowest compared OMol25 entry of this formula, charge and spin) (kJ/mol) = 66.0
- maximum force (eV Å⁻¹) = 3.07
- orbital gap (eV) = 10.82

The geometry in XYZ format:
```
42
Properties=species:S:1:pos:R:3:mulliken_charge:R:1
C -2.33989 -5.42543 6.55027 -1.35
C -3.40994 -5.94107 7.43250 0.39
C -4.09174 -7.22219 7.04800 -1.21
O -2.82461 -6.14146 8.74167 -0.49
H -2.68366 -5.39153 5.51123 0.38
H -1.48439 -6.10571 6.51426 0.33
H -2.10902 -4.46558 6.95470 0.33
H -4.18511 -5.23796 7.47772 0.43
H -4.49092 -7.58369 7.98485 0.32
H -3.42610 -7.92357 6.47561 0.19
H -4.86314 -6.98789 6.25917 0.42
H -2.34249 -6.95047 8.56585 0.24
C -1.86172 -9.77189 13.73578 -0.63
C -0.34984 -9.80504 13.62995 0.30
C 0.13461 -11.15329 12.95887 -1.14
O 0.16782 -8.76388 12.79886 -0.60
H -2.25702 -8.78291 13.87972 0.24
H -2.29733 -10.51254 14.44907 0.40
H -2.18230 -10.03599 12.74455 -0.14
H 0.02729 -9.71343 14.64930 0.30
H -0.20789 -11.01606 11.90484 0.22
H -0.30818 -12.04643 13.38069 0.35
H 1.21658 -11.28460 12.94629 0.32
H -0.23372 -7.90796 13.01656 0.33
C -4.09280 -11.06967 10.80327 -0.54
O -4.70521 -9.79502 11.09682 -0.44
H -3.03502 -10.84890 10.51166 0.06
H -4.00095 -11.67924 11.69777 0.33
H -4.52089 -11.54654 9.94372 0.34
H -5.63862 -9.98116 11.20550 0.25
O -1.34113 -6.46825 13.63320 -0.64
H -1.44207 -5.75726 14.28731 0.30
H -2.20235 -6.48946 13.18946 0.33
O -3.51929 -6.60564 11.72224 -0.66
H -3.50856 -7.48859 11.40625 0.26
H -3.58270 -6.15380 10.80319 0.36
O -1.73852 -9.19699 8.05335 -0.60
H -1.63502 -9.02261 9.01588 0.39
H -2.49863 -9.76039 7.93078 0.31
O -1.18100 -8.28921 10.44456 -0.55
H -0.84820 -7.38223 10.68444 0.30
H -0.60399 -8.76173 11.04721 0.25
```

***

The following is a quantum chemistry calculation of a molecular structure, C55H49AsBrN2O2PS2Sc, from the Open Molecules 2025 dataset.

## Properties
- total charge = -1
- LUMO energy (eV) = 2.3
- relative energy (zero: lowest compared OMol25 entry of this formula, charge and spin) (kJ/mol) = 0.0
- maximum force (eV Å⁻¹) = 0.53
- orbital gap (eV) = 7.14

The geometry in XYZ format:
```
114
Properties=species:S:1:pos:R:3:mulliken_charge:R:1
Sc 0.37038 0.19555 -0.33168 -1.96
S 3.47259 -0.66325 1.09725 -0.31
C 2.69083 -1.92613 0.32724 0.18
N 1.51462 -1.87629 -0.29758 2.02
C 1.22289 -3.06002 -0.95018 -1.44
C 0.15683 -3.26163 -1.82573 -0.01
C 0.01740 -4.48744 -2.44927 -1.12
C 0.92142 -5.52119 -2.21077 -0.73
C 1.99060 -5.33219 -1.35233 -0.40
C 2.14067 -4.10066 -0.73595 0.80
S 3.42734 -3.52790 0.27420 -0.43
H -0.53583 -2.46070 -2.03224 0.36
H -0.80221 -4.63695 -3.13924 0.49
H 0.79420 -6.47360 -2.70655 0.38
H 2.70646 -6.12256 -1.18105 0.43
O 2.28480 3.29491 -2.26551 -0.74
C 1.94987 2.13233 -2.24503 0.19
O 1.61446 1.48048 -1.17033 0.53
C 1.86947 1.31108 -3.53652 -1.09
P 1.50629 -0.45461 -3.18394 2.52
C 0.91581 -1.03241 -4.81701 -0.25
C -0.44969 -1.26128 -4.95306 0.09
C -0.98241 -1.66280 -6.16764 -0.85
C -0.15105 -1.85294 -7.25955 -0.61
C 1.21463 -1.63898 -7.13021 -0.79
C 1.74187 -1.22909 -5.91794 -0.31
C 3.17191 -1.18145 -3.10689 0.10
C 3.38298 -2.48429 -3.55551 -0.60
C 4.62270 -3.08273 -3.41724 -0.81
C 5.66541 -2.39632 -2.80686 -0.57
C 5.45644 -1.10863 -2.33949 -0.69
C 4.21984 -0.50196 -2.49431 -0.81
H 2.78517 1.45955 -4.12051 0.59
H 1.03674 1.70499 -4.13026 0.57
H -1.10291 -1.11828 -4.10379 0.18
H -2.04797 -1.82887 -6.25240 0.48
H -0.56248 -2.17096 -8.20835 0.38
H 1.87220 -1.79174 -7.97557 0.42
H 2.80983 -1.07863 -5.82148 0.47
H 2.57244 -3.03793 -4.01978 0.50
H 4.76598 -4.09610 -3.76943 0.37
H 6.63038 -2.86877 -2.68377 0.36
H 6.24986 -0.57454 -1.83555 0.43
H 4.07264 0.49602 -2.09633 0.26
Br -1.65929 -1.88587 0.58989 0.00
C -2.79674 -1.69943 -0.91830 0.51
C -3.83825 -2.57414 -1.03212 -0.65
C -4.74683 -2.43140 -2.10180 -0.84
C -4.59834 -1.40656 -2.98536 -0.82
C -3.52734 -0.48560 -2.86411 1.24
C -3.41914 0.60902 -3.75349 -1.20
C -2.40527 1.50998 -3.60209 -1.48
C -1.42819 1.31516 -2.60430 -0.10
C -1.43098 0.24903 -1.72051 1.79
C -2.55417 -0.63514 -1.83391 -0.76
H -3.96866 -3.35836 -0.30292 0.50
H -5.56743 -3.12860 -2.19809 0.39
H -5.30470 -1.27075 -3.79415 0.42
H -4.16262 0.72375 -4.53326 0.38
H -2.33798 2.37019 -4.25820 0.42
H -0.65114 2.07367 -2.53282 0.89
C -3.67125 -3.15401 5.16510 -1.68
C -2.72492 -2.14224 4.58628 0.83
C -1.38445 -2.43679 4.40050 -1.15
C -0.50462 -1.51447 3.84206 0.48
C 0.93075 -1.92019 3.65903 -1.73
C -0.97872 -0.25254 3.46017 0.82
As 0.28136 0.82898 2.39575 1.69
N -0.71762 1.46214 1.01441 1.04
C -1.46469 2.62331 0.88771 -0.21
C -2.66909 2.58255 0.16536 0.49
C -3.43501 3.71489 -0.02120 -0.86
C -3.04423 4.93203 0.52511 -0.90
C -1.87373 4.98168 1.26336 -0.94
C -1.09190 3.85162 1.44258 0.09
C 0.98218 2.28039 3.53399 0.35
C 1.86923 3.15508 2.87816 0.28
C 2.24825 2.98651 1.43793 -0.68
C 2.39722 4.24415 3.56360 -1.14
C 2.09656 4.48795 4.89019 0.57
C 2.66336 5.67222 5.61770 -1.63
C 1.27234 3.58381 5.54046 -1.05
C 0.72035 2.47721 4.90266 0.58
C -0.08605 1.55584 5.77909 -1.23
C -2.32380 0.07036 3.67415 0.71
C -2.89917 1.41401 3.34377 -2.08
C -3.17155 -0.87956 4.22863 -1.24
H -3.15694 -4.08590 5.39281 0.39
H -4.47909 -3.37782 4.46706 0.32
H -4.12836 -2.78639 6.08513 0.33
H -1.00790 -3.41057 4.68843 0.29
H 1.14035 -2.82385 4.23115 0.53
H 1.63224 -1.14555 3.98061 0.24
H 1.16499 -2.11700 2.61018 0.21
H -2.99336 1.63414 -0.24154 0.47
H -4.35088 3.64167 -0.59348 0.43
H -3.64392 5.81896 0.38213 0.34
H -1.54960 5.91418 1.70775 0.45
H -0.18644 3.92999 2.03291 0.05
H 2.54959 1.96110 1.20723 -0.43
H 3.07535 3.64802 1.18092 0.47
H 1.42079 3.22498 0.76465 0.01
H 3.06586 4.91203 3.03398 0.32
H 3.28015 6.27903 4.95692 0.35
H 3.28041 5.35763 6.46093 0.35
H 1.86846 6.30587 6.01372 0.33
H 1.05800 3.72802 6.59278 0.39
H 0.10937 1.79967 6.82279 0.47
H 0.16200 0.50745 5.62625 0.12
H -1.15579 1.65986 5.60917 0.20
H -2.14036 2.19501 3.30739 0.32
H -3.64596 1.69299 4.08931 0.62
H -3.38436 1.40421 2.36916 0.36
H -4.21172 -0.61866 4.38879 0.43
```

***

The following is a quantum chemistry calculation of 2 unconnected molecules or ions with the total composition CH3NOS2, from the Open Molecules 2025 dataset.

## Properties
- total charge = 0
- LUMO energy (alpha / beta) (eV) = -0.7 / -0.8
- relative energy (zero: lowest compared OMol25 entry of this formula, charge and spin) (kJ/mol) = 222.2
- maximum force (eV Å⁻¹) = 1.87
- orbital gap (alpha / beta) (eV) = 7.68 / 7.00

The geometry in XYZ format:
```
8
Properties=species:S:1:pos:R:3:mulliken_charge:R:1
C 1.91730 -0.03274 0.01758 0.31
N 0.90979 0.81877 0.01333 -0.38
O -0.75510 -1.59366 0.41040 -0.50
S 3.46963 -0.09938 0.09596 -0.25
S 0.58286 -2.37196 -0.19577 -0.04
H 0.93168 1.80580 0.13468 0.24
H -0.04048 0.59400 0.34356 0.26
H -1.22557 -1.08838 -0.30867 0.35
```

***

The following is a quantum chemistry calculation of 2 unconnected molecules or ions with the total composition C3H9NO3, from the Open Molecules 2025 dataset.

## Properties
- total charge = 0
- LUMO energy (alpha / beta) (eV) = 0.5 / 0.1
- relative energy (zero: lowest compared OMol25 entry of this formula, charge and spin) (kJ/mol) = 515.8
- maximum force (eV Å⁻¹) = 1.19
- orbital gap (alpha / beta) (eV) = 9.42 / 7.09

The geometry in XYZ format:
```
16
Properties=species:S:1:pos:R:3:mulliken_charge:R:1
C 2.09522 0.09577 -0.08628 -1.33
C 0.65093 -0.04804 0.41753 0.54
C -0.24584 -0.34744 -0.72913 -0.50
N -3.14259 -0.51725 0.34490 -0.27
O 0.59744 -1.06798 1.37924 -0.56
O -1.10892 0.54015 -1.22813 -0.43
O -2.16676 -1.37701 0.55080 -0.41
H 2.47079 -0.88202 -0.37905 0.35
H 2.72090 0.48160 0.71230 0.33
H 2.13741 0.76908 -0.94169 0.34
H 0.33588 0.91486 0.87226 0.23
H -0.12638 -1.23802 -1.31970 0.48
H -3.37617 -0.38380 -0.63649 0.27
H -3.06233 0.34566 0.88323 0.23
H -0.31467 -1.41503 1.38518 0.40
H -1.23126 1.27799 -0.61149 0.33
```